# 1
Molecular formula: C4H12N2
Method: DFT, wB97M-V/def2-TZVPD

```
18
C4H12N2, DFT wB97M-V/def2-TZVPD
N 1.91 0.24 1.27
C -1.12 -1.61 1.31
C -0.82 -1.06 -0.04
C -0.95 0.28 -0.31
C -0.50 0.88 -1.59
N 0.82 1.23 -1.13
H 1.84 0.72 2.15
H 2.84 -0.15 1.17
H -0.42 -1.21 2.05
H -0.97 -2.68 1.37
H -2.13 -1.39 1.63
H 0.23 -0.46 0.07
H -0.64 -1.68 -0.91
H -1.09 0.99 0.50
H -1.15 1.71 -1.88
H -0.55 0.13 -2.40
H 1.12 2.10 -1.56
H 1.54 0.64 0.39
```

Properties
- electronic energy (eV) = -7318.410
- E_LUMO (eV) = 0.51
- strongest force on any atom (eV Å⁻¹) = 2.303
- energy above the lowest of the compared OMol25 structures with the same formula, charge and spin (kcal/mol) = 106.51



# 2
Molecular formula: C2H39O18
Method: DFT, wB97M-V/def2-TZVPD

```
59
C2H39O18, DFT wB97M-V/def2-TZVPD
C 0.34 0.56 -0.17
O -0.58 -0.51 -0.02
C 1.00 1.00 1.08
H -0.30 1.30 -0.69
H 1.17 0.23 -0.82
H 1.95 1.52 0.88
H 1.25 0.17 1.73
H 0.41 1.66 1.70
H 1.80 -1.57 -2.36
H 0.71 -2.09 -3.30
O 1.66 -2.19 -3.08
H -2.48 2.18 -0.11
H -2.73 1.80 1.38
O -3.07 1.71 0.49
H -1.13 -0.70 -1.59
H -1.79 -1.32 -2.88
O -1.01 -0.82 -2.58
H 0.08 -1.59 -0.09
H 0.86 -2.85 -1.42
O 0.90 -2.42 -0.55
H 1.08 3.58 -1.14
H 2.09 2.39 -1.15
O 1.85 3.20 -0.70
H 3.65 0.39 2.74
H 3.58 -0.35 1.32
O 3.45 -0.45 2.29
H -1.37 0.53 2.80
H -1.31 1.21 4.08
O -1.53 1.44 3.17
H -3.25 1.21 -1.91
H -2.00 1.09 -2.88
O -2.84 1.53 -2.72
H 0.57 0.91 -4.02
H -0.73 0.18 -3.98
O -0.30 0.95 -4.42
H -0.64 -1.48 3.73
H -1.33 -1.45 2.33
O -1.46 -1.23 3.27
H -2.26 -2.68 -0.50
H -0.73 -2.99 -0.26
O -1.59 -3.38 -0.56
H -1.08 3.07 1.82
H -0.06 3.56 0.77
O -0.90 3.80 1.19
H 1.99 -1.86 3.43
H 1.96 -0.47 3.78
O 1.56 -1.29 4.08
H -1.10 3.82 -2.43
H -0.39 2.80 -3.15
O -0.24 3.38 -2.39
H 0.44 -3.84 1.80
H 1.54 -2.95 1.10
O 1.33 -3.52 1.88
H 2.50 -1.79 -0.02
H 4.04 -2.06 -0.04
O 3.39 -1.37 -0.21
H -2.20 -0.58 -0.36
H -3.64 -0.41 0.13
O -3.13 -0.94 -0.47
```

Properties
- electronic energy (eV) = -39565.529
- E_LUMO (eV) = 2.53
- strongest force on any atom (eV Å⁻¹) = 1.894
- net charge = -1
- energy above the lowest of the compared OMol25 structures with the same formula, charge and spin (kcal/mol) = 3.31



# 3
Molecular formula: C24H18F5LuOS
Method: DFT, wB97M-V/def2-TZVPD

```
50
C24H18F5LuOS, DFT wB97M-V/def2-TZVPD
C 0.95 -2.21 1.93
C -0.37 -2.49 1.46
C -0.28 -2.79 0.06
H -1.25 -2.55 2.09
C 1.09 -2.68 -0.33
C 1.86 -2.33 0.83
H 2.94 -2.25 0.87
H 1.20 -2.01 2.97
H -1.09 -3.12 -0.58
H 1.49 -2.92 -1.31
C -0.46 1.99 0.53
C -0.20 1.50 1.84
C 1.20 1.28 1.95
H -0.93 1.35 2.64
C 1.81 1.65 0.70
C 0.77 2.09 -0.17
H 0.89 2.53 -1.16
H -1.43 2.29 0.14
H 1.72 0.94 2.84
H 2.88 1.67 0.49
Lu 0.43 -0.40 0.42
O 0.32 -0.54 -3.15
C -0.92 -1.13 -3.64
C 0.35 -1.29 -4.42
H -1.28 -2.00 -3.08
H -1.64 -0.41 -4.04
H 0.88 -2.24 -4.38
H 1.40 -2.26 -6.71
C 1.06 -1.22 -6.82
C 0.52 -0.56 -5.68
C 0.12 0.78 -5.79
H -0.25 1.29 -4.90
C 0.27 1.44 -7.02
H 0.00 2.50 -7.06
C 0.78 0.79 -8.14
H 0.89 1.32 -9.07
C 1.16 -0.56 -8.04
H 1.54 -1.09 -8.91
F -2.20 2.68 9.04
C -1.84 1.93 8.00
C -1.11 2.51 6.97
F -0.75 3.80 7.00
C -0.79 1.72 5.87
F 0.00 2.23 4.91
C -1.24 0.38 5.75
S -0.98 -0.63 4.45
C -1.96 -0.15 6.86
F -2.32 -1.46 6.83
C -2.26 0.60 7.98
F -2.96 0.04 8.99
```

Properties
- electronic energy (eV) = -85267.340
- E_LUMO (eV) = -1.14
- strongest force on any atom (eV Å⁻¹) = 2.380